Below is a cluster of 3 separate species, C6H17NO3 in total, with properties calculated with ωB97M-V/def2-TZVPD.

Results
electronic energy: -519.23203 hartree
energy relative to the best compared isomer or geometry (same formula, charge and spin): 59.4 kcal/mol
SMILES: CN(C)CCCC=O.O.O
gap between HOMO and LUMO: 9.4621 eV
LUMO: 0.85 eV
HOMO energy: -0.3164 Ha

The geometry in XYZ format:
```
27
Properties=species:S:1:pos:R:3:forces:R:3:lowdin_charge:R:1
C -0.737 -1.376 -0.792 0.07 0.74 0.37 -0.165
C -2.021 -1.032 -0.047 -0.02 -0.56 0.69 -0.164
C -2.463 0.381 -0.295 -0.23 0.05 0.16 -0.249
O -2.679 1.169 0.598 0.10 0.05 0.00 0.033
C 0.399 -0.422 -0.334 -0.22 -0.74 -2.27 -0.201
N 1.282 -0.257 -1.529 0.86 1.11 1.74 -0.239
C 2.721 -0.338 -1.157 -0.46 -0.59 -0.96 -0.073
C 0.971 0.995 -2.205 -1.52 -0.65 -0.37 -0.114
H -0.926 -1.362 -1.865 0.24 0.41 -0.09 0.109
H -0.306 -2.353 -0.598 -0.66 -0.44 0.16 0.112
H -2.843 -1.725 -0.254 -0.03 0.13 -0.30 0.124
H -1.864 -1.091 1.032 0.06 -0.07 0.02 0.108
H -2.605 0.734 -1.329 0.05 -0.21 -0.25 0.132
H 0.909 -0.935 0.469 0.25 0.24 0.20 0.099
H 0.037 0.555 -0.001 0.02 -0.04 0.16 0.095
H 2.924 -0.309 -0.101 -0.19 0.02 0.41 0.039
H 3.034 -1.310 -1.541 0.55 0.08 0.17 0.083
H 3.326 0.445 -1.616 -0.11 -0.03 -0.17 0.077
H 0.659 1.845 -1.583 0.56 -0.02 0.35 0.085
H 0.089 0.825 -2.839 0.09 0.00 -0.06 0.079
H 1.767 1.248 -2.866 0.60 0.39 -0.43 0.066
H -1.314 0.955 2.008 -0.34 -0.13 0.28 0.010
H -0.859 0.189 3.318 -0.26 0.14 -0.08 0.060
O -0.562 0.610 2.508 0.63 0.07 -0.10 -0.048
H 1.469 0.454 2.125 0.34 0.23 -0.46 -0.001
H 3.026 0.053 1.757 -0.19 0.67 -0.47 0.007
O 2.267 -0.053 2.318 -0.19 -0.86 1.30 -0.065
```
Positions in Å, forces in eV/Å.